{"formula": "F2H2NPS", "method": "ωB97M-V with the def2-TZVPD basis set", "symbols": ["N", "P", "F", "F", "S", "H", "H"], "xyz": [[-0.05, -0.88, -0.65], [-0.05, 0.53, 0.33], [-0.96, 0.24, 1.55], [-0.99, 1.59, -0.46], [1.62, 1.40, 0.72], [-0.40, -1.76, -0.25], [0.83, -1.11, -1.23]], "relative_energy_kj_mol": 36.04, "e_homo_ev": -9.532, "largest_force_ev_per_a": 2.82, "smiles": "NP(F)(F)=S"}